one.
ORCA calculation (wB97M-V/def2-TZVPD) on a single C4H7FN2O molecule.

Atoms and positions in Å:
H (2.469, 0.759, 0.190)
N (2.171, 1.686, -0.023)
C (0.897, 1.869, -0.059)
N (0.544, 3.135, -0.466)
O (-0.052, 0.890, -0.179)
C (0.336, -0.403, 0.227)
C (-0.864, -1.315, 0.417)
C (-1.006, -2.524, -0.257)
F (-2.034, -3.227, 0.228)
H (-0.307, 3.308, 0.090)
H (1.313, 3.868, -0.342)
H (1.081, -0.389, 1.115)
H (1.026, -0.972, -0.429)
H (-1.704, -1.200, 1.135)
H (-0.347, -2.963, -0.921)

Results
SMILES ... [H]/N=C(/N)OC/C=C/F
HOMO energy ... -9.4 eV
Frontier orbital gap ... 10.2 eV

Want to see where the charge sits? The natural (NBO) charges in e are:
1 H 0.33
2 N -0.77
3 C 0.67
4 N -0.81
5 O -0.50
6 C -0.12
7 C -0.29
8 C 0.25
9 F -0.33
10 H 0.37
11 H 0.42
12 H 0.19
13 H 0.18
14 H 0.23
15 H 0.17

=====

two.
ORCA calculation (wB97M-V/def2-TZVPD) on 2 unconnected molecules or ions with the total composition C4H7FN2O.

Atoms and positions in Å:
C (0.806, -0.851, -1.664)
C (0.723, 0.821, 2.384)
C (-0.225, -0.459, 2.444)
C (-0.035, 0.271, 1.197)
N (-0.812, -0.019, -3.345)
N (-0.234, -0.331, -2.000)
O (1.723, -1.543, -1.918)
F (-1.128, 1.080, 0.741)
H (0.160, 1.605, 2.891)
H (1.763, 0.833, 2.473)
H (0.337, -1.358, 2.645)
H (-1.246, -0.138, 2.958)
H (-0.570, -0.854, -3.936)
H (-0.392, 0.880, -3.606)
H (-0.872, 0.063, -1.265)

Results
HOMO energy (spin up / spin down) ... -8.9 / -7.0 eV
Frontier orbital gap (spin up / spin down) ... 9.6 / 6.4 eV

Want to see where the charge sits? The natural (NBO) charges in e are:
1 C 0.66
2 C -0.49
3 C -0.50
4 C 0.33
5 N -0.68
6 N -0.51
7 O -0.52
8 F -0.40
9 H 0.22
10 H 0.23
11 H 0.24
12 H 0.23
13 H 0.37
14 H 0.37
15 H 0.43

=====

Top of the stability list: one, leading by 0.1692 hartree.

=====

one.
ORCA calculation (wB97M-V/def2-TZVPD) on a single C4H8FN molecule.

Atoms and positions in Å:
C (-0.534, -1.426, 1.282)
N (-0.322, -1.181, -0.085)
C (-0.093, 0.071, -0.492)
C (0.566, 0.231, -1.877)
C (-0.110, 1.200, 0.504)
F (0.659, 2.289, -0.017)
H (-1.186, -2.307, 1.451)
H (-0.858, -0.571, 1.909)
H (0.371, -1.738, 1.771)
H (-0.162, 0.487, -2.607)
H (1.219, 1.090, -1.794)
H (1.150, -0.635, -2.126)
H (0.416, 0.851, 1.458)
H (-1.117, 1.639, 0.620)

Results
SMILES ... C/N=C(/C)CF
HOMO energy ... -9.6 eV
Frontier orbital gap ... 10.5 eV

Want to see where the charge sits? The natural (NBO) charges in e are:
1 C -0.46
2 N -0.41
3 C 0.25
4 C -0.65
5 C -0.03
6 F -0.38
7 H 0.21
8 H 0.17
9 H 0.21
10 H 0.23
11 H 0.23
12 H 0.24
13 H 0.20
14 H 0.20

=====

two.
ORCA calculation (wB97M-V/def2-TZVPD) on a single C4H8FN molecule.

Atoms and positions in Å:
F (-2.062, -0.102, -0.565)
C (-1.123, -0.137, 0.407)
C (-0.324, 1.257, 0.339)
C (0.931, 0.688, -0.476)
N (1.130, -0.622, 0.059)
C (-0.118, -1.253, 0.086)
H (-1.734, -0.367, 1.262)
H (-0.788, 2.103, -0.121)
H (0.050, 1.490, 1.306)
H (1.935, 1.208, -0.291)
H (0.718, 0.638, -1.535)
H (1.784, -1.254, -0.438)
H (-0.045, -1.989, 0.881)
H (-0.352, -1.660, -0.913)

Results
SMILES ... F[C@@H]1CCNC1
HOMO energy ... -8.8 eV
Frontier orbital gap ... 9.9 eV

Want to see where the charge sits? The natural (NBO) charges in e are:
1 F -0.37
2 C 0.21
3 C -0.44
4 C -0.22
5 N -0.63
6 C -0.27
7 H 0.17
8 H 0.23
9 H 0.21
10 H 0.20
11 H 0.16
12 H 0.37
13 H 0.20
14 H 0.18

=====

Top of the stability list: two, leading by 0.0171 hartree.

=====

one.
ORCA calculation (wB97M-V/def2-TZVPD) on a gas-phase ion, C5H9N2S (charge +1).

Atoms and positions in Å:
C (1.288, 0.224, 0.043)
C (0.609, -0.992, 0.691)
C (-1.842, 1.134, 0.598)
C (-2.076, -0.272, 0.393)
C (2.670, -0.109, -0.422)
N (0.768, 1.320, -0.171)
N (-2.447, 0.753, -0.631)
S (-0.897, -1.398, -0.308)
H (1.054, -2.011, 0.612)
H (0.160, -0.858, 1.670)
H (-0.099, 1.506, 0.407)
H (-2.930, -0.739, 1.044)
H (2.679, -0.962, -0.946)
H (3.340, -0.172, 0.553)
H (3.142, 0.748, -1.081)
H (-3.293, 1.195, -0.877)
H (-2.125, 0.633, -1.574)

Results
HOMO energy (spin up / spin down) ... -13.3 / -13.8 eV
2S+1 ... 3
Frontier orbital gap (spin up / spin down) ... 10.1 / 6.0 eV
Charge ... +1

Want to see where the charge sits? The natural (NBO) charges in e are:
1 C 0.31
2 C -0.57
3 C 0.20
4 C -0.33
5 C -0.65
6 N -0.43
7 N -0.62
8 S 0.30
9 H 0.28
10 H 0.27
11 H 0.33
12 H 0.29
13 H 0.23
14 H 0.26
15 H 0.26
16 H 0.44
17 H 0.44

=====

two.
ORCA calculation (wB97M-V/def2-TZVPD) on a gas-phase ion, C5H9N2S (charge +1).

Atoms and positions in Å:
C (0.412, -0.540, -0.797)
C (-0.761, -1.359, -0.230)
C (0.747, 0.795, 1.218)
C (-0.605, 0.527, 1.770)
C (0.646, -0.904, -2.185)
N (1.034, 0.395, -0.303)
N (-0.132, 1.910, 1.240)
S (-1.786, -0.333, 0.888)
H (-1.538, -1.491, -1.059)
H (-0.437, -2.232, 0.498)
H (1.843, 0.713, 1.599)
H (-0.865, 0.389, 2.839)
H (-0.291, -0.809, -2.632)
H (0.908, -1.958, -2.189)
H (1.297, -0.072, -2.547)
H (0.130, 2.851, 1.599)
H (-0.601, 2.118, 0.291)

Results
HOMO energy (spin up / spin down) ... -8.8 / -14.1 eV
2S+1 ... 3
Frontier orbital gap (spin up / spin down) ... 5.6 / 6.3 eV
Charge ... +1

Want to see where the charge sits? The natural (NBO) charges in e are:
1 C 0.31
2 C -0.76
3 C 0.01
4 C -0.49
5 C -0.65
6 N -0.41
7 N -0.62
8 S 0.82
9 H 0.27
10 H 0.30
11 H 0.30
12 H 0.31
13 H 0.23
14 H 0.25
15 H 0.26
16 H 0.44
17 H 0.43

=====

Top of the stability list: one, leading by 0.0052 hartree.

=====

one.
ORCA calculation (wB97M-V/def2-TZVPD) on a gas-phase ion, C4H9N2O2 (charge -1).

Atoms and positions in Å:
O (-0.101, 1.363, 3.074)
C (-0.353, 0.398, 2.335)
N (-0.809, 0.588, 1.054)
C (-0.901, -0.635, 0.216)
C (0.537, -0.918, -0.185)
N (1.188, 0.115, -0.992)
C (0.521, 0.192, -2.414)
O (-0.171, -0.953, -2.662)
H (-0.388, -0.597, 2.773)
H (-0.703, 1.649, 0.625)
H (-1.450, -1.443, 0.625)
H (-1.512, -0.411, -0.761)
H (0.314, -1.916, -0.810)
H (1.125, -1.220, 0.614)
H (2.201, 0.112, -1.113)
H (1.376, 0.313, -3.058)
H (-0.268, 1.082, -2.329)

Results
SMILES ... O=CNCCNC[O-]
HOMO energy ... -2.8 eV
Frontier orbital gap ... 6.7 eV
Charge ... -1

Want to see where the charge sits? The natural (NBO) charges in e are:
1 O -0.67
2 C 0.51
3 N -0.63
4 C -0.26
5 C -0.24
6 N -0.74
7 C 0.13
8 O -0.96
9 H 0.11
10 H 0.43
11 H 0.20
12 H 0.25
13 H 0.19
14 H 0.17
15 H 0.35
16 H 0.10
17 H 0.05

=====

two.
ORCA calculation (wB97M-V/def2-TZVPD) on a molecular structure, C4H9N2O2.

Atoms and positions in Å:
O (-1.953, 1.277, -0.643)
C (-0.786, 1.020, 0.019)
N (-1.067, 0.753, 1.448)
C (-0.087, -0.291, -0.634)
C (-0.911, -1.104, -1.581)
N (1.311, -0.343, -0.648)
C (2.052, 0.253, 0.729)
O (1.894, -0.544, 1.786)
H (-2.002, 0.430, 1.560)
H (-0.367, 0.200, 1.903)
H (0.006, 1.780, -0.043)
H (-0.313, -1.943, -1.994)
H (-1.287, -0.476, -2.338)
H (-1.727, -1.632, -1.028)
H (0.478, -1.006, 0.040)
H (1.608, 1.258, 0.900)
H (3.151, 0.369, 0.524)

Results
HOMO energy ... -3.7 eV
Frontier orbital gap ... 6.7 eV
Charge ... -1

Want to see where the charge sits? The Mulliken charges in e are:
1 O -0.88
2 C 0.07
3 N -0.58
4 C 1.01
5 C -1.29
6 N -0.54
7 C -0.28
8 O -0.79
9 H 0.22
10 H 0.28
11 H 0.26
12 H 0.41
13 H 0.33
14 H 0.27
15 H -0.01
16 H 0.19
17 H 0.34

=====

three.
ORCA calculation (wB97M-V/def2-TZVPD) on 2 unconnected molecules or ions with the total composition C4H9N2O2.

Atoms and positions in Å:
C (-1.836, -0.253, 0.902)
C (-0.565, 0.051, 1.690)
C (0.602, 1.976, 1.226)
N (-0.390, 1.478, 1.834)
H (-1.943, -1.332, 0.770)
H (-2.737, 0.155, 1.366)
H (-1.727, 0.111, -0.118)
H (0.258, -0.426, 1.147)
H (-0.652, -0.446, 2.663)
H (1.322, 1.355, 0.682)
H (0.826, 3.035, 1.360)
N (1.607, -1.270, -2.773)
C (0.850, -0.825, -1.652)
O (-0.218, -1.403, -1.410)
O (1.387, 0.130, -1.016)
H (1.071, -1.788, -3.459)
H (2.146, -0.547, -3.212)

Results
HOMO energy ... -4.3 eV
Frontier orbital gap ... 8.6 eV
Charge ... -1

Want to see where the charge sits? The natural (NBO) charges in e are:
1 C -0.61
2 C -0.26
3 C -0.07
4 N -0.43
5 H 0.21
6 H 0.17
7 H 0.24
8 H 0.22
9 H 0.16
10 H 0.21
11 H 0.13
12 N -0.91
13 C 0.86
14 O -0.80
15 O -0.85
16 H 0.35
17 H 0.36

=====

Top of the stability list: three, leading by 0.1095 hartree.

=====

one.
ORCA calculation (wB97M-V/def2-TZVPD) on 2 unconnected molecules or ions with the total composition C4H9N2O2.

Atoms and positions in Å:
N (0.104, -2.734, -0.107)
C (-0.962, -2.101, -0.854)
O (-2.096, -1.973, -0.296)
O (-0.641, -1.790, -2.038)
H (-0.292, -3.332, 0.602)
H (0.893, -3.077, -0.620)
N (1.145, 1.555, 1.692)
C (0.887, 1.959, 0.266)
C (-1.282, 0.942, -0.373)
C (0.071, 0.903, -0.399)
H (1.911, 1.980, 2.173)
H (1.125, 0.569, 1.825)
H (1.820, 2.175, -0.300)
H (0.304, 2.895, 0.258)
H (-1.820, 0.123, -0.775)
H (-1.782, 1.894, -0.226)
H (0.618, 0.012, -0.828)

Results
HOMO energy ... -4.1 eV
Frontier orbital gap ... 8.0 eV
Charge ... -1

Want to see where the charge sits? The natural (NBO) charges in e are:
1 N -0.93
2 C 0.86
3 O -0.81
4 O -0.82
5 H 0.36
6 H 0.36
7 N -0.87
8 C -0.25
9 C -0.36
10 C -0.23
11 H 0.34
12 H 0.37
13 H 0.16
14 H 0.17
15 H 0.25
16 H 0.16
17 H 0.23

=====

two.
ORCA calculation (wB97M-V/def2-TZVPD) on a gas-phase ion, C4H9N2O2 (charge -1).

Atoms and positions in Å:
N (-1.260, 1.325, -2.170)
C (-1.295, -0.057, -1.870)
O (-1.807, -0.800, -2.684)
N (-0.891, -0.460, -0.597)
C (-0.095, 0.351, 0.333)
C (1.259, -0.304, 0.671)
C (1.239, -0.724, 2.237)
O (2.511, -0.602, 2.469)
H (-1.721, 1.599, -3.024)
H (-1.532, 2.011, -1.431)
H (-0.883, -1.419, -0.456)
H (-0.745, 0.515, 1.163)
H (0.356, 1.424, -0.267)
H (1.234, -1.241, 0.059)
H (2.199, 0.220, 0.509)
H (0.733, 0.014, 2.929)
H (0.697, -1.854, 2.128)

Results
SMILES ... NC(=O)NCCC[O-]
HOMO energy ... -2.2 eV
Frontier orbital gap ... 5.6 eV
Charge ... -1

Want to see where the charge sits? The natural (NBO) charges in e are:
1 N -0.88
2 C 0.79
3 O -0.68
4 N -0.64
5 C -0.22
6 C -0.46
7 C 0.03
8 O -0.94
9 H 0.38
10 H 0.38
11 H 0.40
12 H 0.19
13 H 0.18
14 H 0.17
15 H 0.22
16 H 0.09
17 H 0.00

=====

Top of the stability list: one, leading by 0.0877 hartree.

=====

one.
ORCA calculation (wB97M-V/def2-TZVPD) on a gas-phase ion, C4H11N2S (charge -1).

Atoms and positions in Å:
N (-0.237, 0.101, -2.931)
C (0.518, 0.722, -1.857)
N (0.391, 0.058, -0.587)
C (0.066, 0.847, 0.593)
C (0.343, 0.027, 1.856)
C (-0.655, -1.124, 1.986)
S (-0.317, -2.650, 1.030)
H (-1.058, -0.306, -2.524)
H (0.266, -0.481, -3.569)
H (0.000, 1.678, -1.707)
H (1.539, 0.990, -2.023)
H (0.067, -0.895, -0.492)
H (-1.001, 1.105, 0.460)
H (0.664, 1.767, 0.547)
H (1.355, -0.368, 1.723)
H (0.338, 0.752, 2.665)
H (-1.664, -0.751, 1.828)
H (-0.615, -1.473, 3.001)

Results
SMILES ... NCNCCC[S-]
HOMO energy ... -2.4 eV
Frontier orbital gap ... 6.4 eV
Charge ... -1

Want to see where the charge sits? The natural (NBO) charges in e are:
1 N -0.87
2 C -0.03
3 N -0.73
4 C -0.19
5 C -0.42
6 C -0.53
7 S -0.71
8 H 0.37
9 H 0.36
10 H 0.13
11 H 0.16
12 H 0.42
13 H 0.14
14 H 0.16
15 H 0.21
16 H 0.18
17 H 0.17
18 H 0.19

=====

two.
ORCA calculation (wB97M-V/def2-TZVPD) on a gas-phase ion, C4H11N2S (charge -1).

Atoms and positions in Å:
N (-1.625, -2.070, 1.292)
C (-0.677, -1.066, 1.803)
C (0.362, -0.738, 0.717)
N (-0.169, 0.255, -0.202)
C (0.944, 1.100, -0.782)
C (0.591, 1.739, -2.121)
S (1.692, 3.169, -2.455)
H (-2.162, -1.651, 0.541)
H (-2.342, -2.271, 1.984)
H (-1.139, -0.133, 2.132)
H (-0.171, -1.554, 2.648)
H (0.676, -1.691, 0.283)
H (1.240, -0.366, 1.253)
H (-0.492, -0.186, -1.025)
H (1.823, 0.472, -0.965)
H (1.180, 1.892, -0.076)
H (-0.444, 2.101, -2.112)
H (0.713, 0.998, -2.914)

Results
SMILES ... NCCNCC[S-]
HOMO energy ... -2.3 eV
Frontier orbital gap ... 5.7 eV
Charge ... -1

Want to see where the charge sits? The natural (NBO) charges in e are:
1 N -0.84
2 C -0.22
3 C -0.23
4 N -0.65
5 C -0.23
6 C -0.54
7 S -0.73
8 H 0.35
9 H 0.34
10 H 0.18
11 H 0.17
12 H 0.17
13 H 0.19
14 H 0.34
15 H 0.16
16 H 0.20
17 H 0.18
18 H 0.17

=====

three.
ORCA calculation (wB97M-V/def2-TZVPD) on a gas-phase ion, C4H11N2S (charge -1).

Atoms and positions in Å:
C (-1.837, 0.750, 1.998)
N (-1.459, 0.330, 0.664)
C (-0.084, -0.087, 0.578)
C (0.453, -0.485, -0.835)
N (0.319, 0.713, -1.727)
C (1.873, -0.970, -0.845)
S (2.456, -1.547, -2.496)
H (-1.209, 1.564, 2.385)
H (-2.896, 1.049, 1.957)
H (-1.890, -0.087, 2.696)
H (-1.687, 1.058, 0.009)
H (0.004, -0.998, 1.176)
H (0.674, 0.665, 0.836)
H (-0.281, -1.227, -1.165)
H (-0.217, 0.545, -2.572)
H (1.244, 0.694, -2.166)
H (2.003, -1.758, -0.077)
H (2.536, -0.207, -0.417)

Results
SMILES ... CNC[C@@H](N)C[S-]
HOMO energy ... -2.5 eV
Frontier orbital gap ... 6.1 eV
Charge ... -1

Want to see where the charge sits? The natural (NBO) charges in e are:
1 C -0.40
2 N -0.64
3 C -0.22
4 C -0.06
5 N -0.89
6 C -0.55
7 S -0.71
8 H 0.16
9 H 0.18
10 H 0.18
11 H 0.36
12 H 0.17
13 H 0.15
14 H 0.17
15 H 0.35
16 H 0.38
17 H 0.18
18 H 0.18

=====

Top of the stability list: three, leading by 0.0035 hartree.